Record 1
This record from the Open Molecules 2025 dataset describes C36H41N3O2P2RbSSi as an isolated structure. The level of theory is ωB97M-V/def2-TZVPD.

Total charge: -1
Spin multiplicity: 1
HOMO level: -4.15 eV
Frontier orbital gap: 6.40 eV
Lowest unoccupied orbital energy: 2.25 eV
Total energy: -84513.99674 eV

Structure (XYZ):
```
87
C36H41N3O2P2RbSSi, DFT ωB97M-V/def2-TZVPD
Rb -0.2098 0.5360 2.2648
C 4.9625 4.9832 -1.0803
Si 3.1848 4.3868 -1.1102
C 2.7082 4.3344 -2.9060
C 2.1807 5.6385 -0.1796
C 3.1781 2.7118 -0.2726
C 4.3578 2.1773 0.2268
C 4.3828 0.9174 0.8225
C 3.1862 0.2363 0.8994
N 2.0183 0.7210 0.4704
C 1.9925 1.9360 -0.1171
S 0.4538 2.6002 -0.6623
H 5.0298 5.9352 -1.6176
H 5.6376 4.2759 -1.5714
H 5.3251 5.1501 -0.0615
H 2.8405 5.3238 -3.3575
H 1.6735 4.0130 -3.0293
H 3.3539 3.6297 -3.4405
H 2.2157 6.6108 -0.6826
H 2.5811 5.7608 0.8309
H 1.1425 5.3118 -0.1075
H 5.2825 2.7384 0.1473
H 5.2961 0.4803 1.2044
H 3.1471 -0.7621 1.3294
N -2.0678 2.8956 3.1525
C -1.7692 3.1229 4.5803
C -1.9098 1.8195 5.3558
C -0.9492 0.7594 4.8176
O 0.2583 1.0984 4.7188
O -1.4411 -0.3346 4.4313
H -1.9303 3.7360 2.6047
H -3.0298 2.6005 3.0260
H -2.3991 3.8997 5.0295
H -0.7327 3.4524 4.6508
H -2.9327 1.4396 5.2915
H -1.6800 2.0028 6.4098
C -2.0534 -2.6518 -1.1143
N -0.8791 -1.8965 -0.7005
P 0.4741 -2.6089 0.0671
C 0.8473 -4.0041 -1.0724
C 1.3873 -5.2097 -0.6237
C 1.7932 -6.1880 -1.5229
C 1.6649 -5.9789 -2.8898
C 1.1323 -4.7811 -3.3495
C 0.7312 -3.8027 -2.4486
C -0.2281 -3.4953 1.5145
C 0.0924 -3.0008 2.7812
C -0.4897 -3.5374 3.9264
C -1.3780 -4.5922 3.8205
C -1.6904 -5.1170 2.5680
C -1.1222 -4.5696 1.4301
P -0.6313 -0.1709 -0.8911
C -0.8623 0.0041 -2.7118
C 0.3285 0.0650 -3.4407
C 0.3189 0.0908 -4.8271
C -0.8910 0.0669 -5.5139
C -2.0816 0.0234 -4.8024
C -2.0639 -0.0068 -3.4107
C -2.2480 0.4645 -0.2607
C -2.8169 1.6541 -0.7298
C -4.0075 2.1329 -0.2035
C -4.6679 1.4289 0.7999
C -4.1142 0.2533 1.2792
C -2.9119 -0.2142 0.7573
H -1.7704 -3.6195 -1.5373
H -2.5959 -2.1014 -1.8854
H -2.7408 -2.8358 -0.2837
H 1.4872 -5.3906 0.4407
H 2.2078 -7.1178 -1.1525
H 1.9769 -6.7433 -3.5907
H 1.0286 -4.6043 -4.4132
H 0.3188 -2.8684 -2.8174
H 0.7975 -2.1816 2.8992
H -0.2646 -3.0985 4.8890
H -1.8379 -5.0023 4.7113
H -2.3840 -5.9450 2.4836
H -1.3642 -4.9880 0.4593
H 1.2711 0.1134 -2.9043
H 1.2542 0.1450 -5.3708
H -0.9040 0.0932 -6.5968
H -3.0284 0.0161 -5.3287
H -3.0030 -0.0225 -2.8659
H -2.3152 2.2125 -1.5104
H -4.4220 3.0607 -0.5790
H -5.6025 1.7978 1.2051
H -4.5960 -0.2967 2.0778
H -2.4841 -1.1198 1.1705
```

Record 2
This record from the Open Molecules 2025 dataset describes a 2-piece molecular cluster, C10H16O overall. The level of theory is ωB97M-V/def2-TZVPD.

Spin multiplicity: 1
HOMO level: -8.85 eV
Frontier orbital gap: 9.78 eV
Lowest unoccupied orbital energy: 0.93 eV
Total energy: -12676.00693 eV

Structure (XYZ):
```
27
C10H16O, DFT ωB97M-V/def2-TZVPD
C 1.2796 1.8807 2.5604
C 0.6385 1.4670 1.2759
C -0.7031 0.9609 1.3337
C -1.4812 0.7187 0.1665
C -0.7635 0.8800 -1.0332
O -1.5254 0.6641 -2.2173
C 0.5527 1.2698 -1.1698
C 1.2327 1.5417 0.0317
H 1.9404 1.1231 2.9605
H 0.5638 2.0405 3.3538
H 1.8377 2.7825 2.3675
H -1.3220 0.7730 2.1734
H -2.4719 0.3441 0.1071
H -1.2835 -0.2051 -2.5476
H 0.9634 1.4588 -2.1370
H 2.2665 1.8106 -0.1960
C -0.4569 -2.7940 0.7837
C 0.7067 -2.3502 -0.0867
C 0.3867 -2.6481 -1.5529
H -0.3195 -3.7736 1.1836
H -1.4496 -2.6449 0.3535
H -0.5491 -2.0517 1.5932
H 0.8813 -1.2956 0.0504
H 1.6577 -2.7689 0.2651
H -0.2809 -3.4752 -1.6341
H -0.0116 -1.8508 -2.2159
H 1.2003 -3.0048 -2.1723
```

Record 3
This record from the Open Molecules 2025 dataset describes a 2-piece molecular cluster, C4H11N2O2 overall. The level of theory is ωB97M-V/def2-TZVPD.

Total charge: +1
Spin multiplicity: 1
HOMO level (spin up / spin down): -14.91 / -13.43 eV
Frontier orbital gap (spin up / spin down): 9.34 / 6.10 eV
Lowest unoccupied orbital energy (spin up / spin down): -5.57 / -7.33 eV
Total energy: -11386.75237 eV

Structure (XYZ):
```
19
C4H11N2O2, DFT ωB97M-V/def2-TZVPD
C 0.6612 1.2921 -0.4864
C 0.7416 -0.3861 1.4283
C 2.0134 -0.7266 -0.7228
C 0.7898 -0.2629 -0.1688
N -3.0118 0.6099 -0.4659
N -0.2222 -1.2433 -0.3828
O -3.9235 0.0376 0.2254
O -1.4099 -1.0343 -0.4743
H -0.2228 1.6691 0.0037
H 1.5337 1.7252 0.0760
H 0.5142 1.5222 -1.4547
H 0.5184 -1.4340 1.7638
H -0.0113 0.2057 1.7579
H 1.7258 0.0486 1.6955
H 2.7112 0.0977 -1.1849
H 2.6378 -1.0719 0.0232
H 1.8657 -1.5074 -1.4087
H -3.5558 -0.0110 1.2005
H -3.3556 0.4693 -1.4248
```

Record 4
This record from the Open Molecules 2025 dataset describes one molecule with the formula C5H8O. The level of theory is ωB97M-V/def2-TZVPD.

Spin multiplicity: 1
HOMO level: -8.14 eV
Frontier orbital gap: 8.72 eV
Lowest unoccupied orbital energy: 0.58 eV
Total energy: -7357.28224 eV

Structure (XYZ):
```
14
C5H8O, DFT ωB97M-V/def2-TZVPD
C -2.1910 0.4079 0.1430
C -1.3471 -0.7843 -0.1895
C 1.1855 -0.2919 0.8125
C 1.9717 -0.4092 -0.4645
C 0.6451 0.2729 -0.4744
O -0.3933 -0.4467 -1.1081
H -2.3701 0.5755 1.2130
H -3.1287 -0.0473 -0.2197
H -2.0014 1.3503 -0.3909
H 1.4842 0.4335 1.5655
H 0.7107 -1.1905 1.1899
H 2.8859 0.1642 -0.5973
H 1.9753 -1.3859 -0.9396
H 0.5731 1.3515 -0.5397
```

Record 5
This record from the Open Molecules 2025 dataset describes one molecule with the formula C4H4O. The level of theory is ωB97M-V/def2-TZVPD.

Spin multiplicity: 1
HOMO level: -8.19 eV
Frontier orbital gap: 9.34 eV
Lowest unoccupied orbital energy: 1.15 eV
Total energy: -6254.66470 eV

Structure (XYZ):
```
9
C4H4O, DFT ωB97M-V/def2-TZVPD
C -1.2097 0.5320 0.5466
C -1.4640 0.0509 -0.6434
C 0.1925 0.2626 0.2413
C 1.3851 -0.5227 0.0728
O 1.2910 0.8616 -0.3024
H -1.6765 0.9625 1.4210
H -2.0230 -0.2117 -1.4986
H 2.0256 -0.7287 0.9240
H 1.4789 -1.2065 -0.7612
```

Record 6
This record from the Open Molecules 2025 dataset describes a 2-piece molecular cluster, C3H10N3O2 overall. The level of theory is ωB97M-V/def2-TZVPD.

Total charge: -1
Spin multiplicity: 1
HOMO level: -4.22 eV
Frontier orbital gap: 7.97 eV
Lowest unoccupied orbital energy: 3.75 eV
Total energy: -11840.59508 eV

Structure (XYZ):
```
18
C3H10N3O2, DFT ωB97M-V/def2-TZVPD
N 0.0783 2.4158 3.1128
C -0.4891 1.8594 1.9287
O -1.1865 0.8417 2.0785
O -0.1867 2.4747 0.8731
H 0.3871 3.3685 3.0200
H -0.3342 2.1436 3.9860
N -0.6540 -2.8012 -1.4068
C 0.1661 -1.6474 -1.7945
C -0.0129 -0.4959 -0.8152
N 0.6572 0.6923 -1.3242
H -0.3811 -3.1110 -0.4774
H -0.4722 -3.5841 -2.0218
H -0.1392 -1.3094 -2.7830
H 1.2403 -1.8882 -1.8442
H -1.0743 -0.2820 -0.7093
H 0.3336 -0.7810 0.1860
H 0.4064 1.5022 -0.7547
H 1.6612 0.6019 -1.2542
```